12
Properties=species:S:1:pos:R:3:forces:R:3 method="wB97M-V/def2-TZVPD" energy_ha=-231.43092 relative_energy_ev=0.854 e_homo_ev=-10.12 total_charge=0 gap_ev=10.9
C 0.746375 1.078882 1.579484 2.2 -0.9 -0.1
O 1.617071 0.184941 0.826747 -0.4 0.1 -0.2
H -0.242834 0.642016 1.668821 -0.3 0.5 -0.1
H 1.204373 1.250320 2.556760 -0.4 -0.1 0.2
H 0.904764 2.007718 1.038405 -1.0 0.1 -0.1
H 1.824559 -0.638559 1.282330 -0.2 0.2 0.3
C -1.178849 -0.695564 -1.830329 0.0 0.1 1.1
O -0.719151 -1.451433 -0.702474 -0.4 0.2 0.1
H -0.299586 -0.404841 -2.384266 -0.1 0.2 -0.7
H -1.884542 -1.313309 -2.365484 0.2 -0.3 -0.4
H -1.754249 0.194889 -1.540089 0.3 0.0 0.1
H -0.217928 -0.855065 -0.129901 0.1 -0.1 -0.3